Formula: C2F3InNO5S2
Source: the OMol25 dataset
Level of theory: ωB97M-V/def2-TZVPD

Positions of all 14 atoms, in Å:
N (1.0281, 1.0837, 0.3068)
S (0.0793, 1.8256, -0.6696)
O (-0.2102, 3.1749, -0.1885)
S (1.3288, -0.5528, -0.1646)
O (1.0541, -1.3755, 1.0432)
C (3.1976, -0.3135, -0.1388)
F (3.5520, 0.5854, -1.0392)
F (3.6158, 0.0538, 1.0546)
F (3.7334, -1.4841, -0.4486)
O (-3.1887, -0.6789, 1.7825)
C (-3.3090, -0.4827, 0.5360)
O (-2.2181, -0.3516, -0.0789)
O (-4.3994, -0.7023, -0.0771)
In (-4.2637, -0.7821, -1.9178)

The value obtained for the relative energy (zero: lowest compared OMol25 entry of this formula, charge and spin) is 11.4 kJ/mol. Its charge is +2. The value obtained for the highest occupied orbital energy (spin up / spin down) is -17.05 / -17.58 eV. Its LUMO energy (spin up / spin down) is -13.981 / -14.106 eV. The spin multiplicity is 2. The calculation puts the total energy at -1792.2325 a.u.

Löwdin atomic charge list, values in e, 6 entries: atom 1 (N): -0.4220, atom 2 (S): 0.9795, atom 3 (O): -0.3361, atom 4 (S): 1.0779, atom 5 (O): -0.2639, atom 6 (C): -0.7368